# 1
One molecule with the formula C2H4N4, computed with wB97M-V/def2-TZVPD.

- energy relative to the best compared isomer or geometry (same formula, charge and spin) (kJ/mol) = 188.4
- spin multiplicity = 1
- gap between HOMO and LUMO (eV) = 10.00
- SMILES string = [H]/N=C1/CNN=N1

Structure (XYZ):
```
10
C2H4N4 wB97M-V/def2-TZVPD
H 2.52 -1.02 0.24
N 2.00 -0.18 -0.01
C 0.75 -0.35 -0.03
C -0.20 0.79 -0.29
N -1.38 0.22 0.32
N -1.23 -1.12 0.47
N -0.04 -1.50 0.31
H 0.23 1.65 0.21
H -0.33 1.00 -1.36
H -2.33 0.52 0.14
```

---

# 2
C2CrF3NO6S2 as an isolated structure in a non-equilibrium geometry, computed with wB97M-V/def2-TZVPD.

- charge = -1
- energy relative to the best compared isomer or geometry (same formula, charge and spin) (kJ/mol) = 918.3
- spin multiplicity = 6
- gap between HOMO and LUMO (spin up / spin down) (eV) = 3.65 / 5.31
- <S²> = 8.8746

Structure (XYZ):
```
15
C2CrF3NO6S2 wB97M-V/def2-TZVPD
N 1.05 1.08 -0.18
S -0.37 1.95 -0.09
O -1.13 0.72 0.11
S 1.55 -0.42 0.08
O 0.26 -1.17 0.25
O 2.95 0.03 -0.20
C 2.36 -1.91 0.99
F 1.57 -2.82 1.54
F 3.11 -2.60 0.14
F 3.12 -1.48 1.98
O -3.36 0.63 -1.19
C -3.36 1.84 -1.33
O -4.12 2.67 -1.73
O -1.85 2.49 -0.54
Cr -1.79 -1.01 0.17
```

---

# 3
C36H24Cl4N3O7Ta as an isolated structure, computed with wB97M-V/def2-TZVPD.

- charge = +2
- energy relative to the best compared isomer or geometry (same formula, charge and spin) (kJ/mol) = 18.8
- spin multiplicity = 1
- gap between HOMO and LUMO (eV) = 6.25

Structure (XYZ):
```
75
C36H24Cl4N3O7Ta wB97M-V/def2-TZVPD
Ta 0.39 0.00 0.02
C 1.61 -0.22 -4.36
O 2.77 0.02 -3.50
C 2.32 0.22 -2.30
N 1.05 0.15 -2.09
C 0.40 -0.19 -3.40
C -0.66 0.77 -3.87
C -1.03 1.89 -3.15
C -2.02 2.74 -3.63
C -2.64 2.47 -4.84
C -2.25 1.35 -5.57
C -1.27 0.51 -5.09
C 3.25 0.45 -1.19
C 4.62 0.62 -1.26
C 5.33 0.74 -0.07
C 4.66 0.65 1.15
C 3.29 0.47 1.12
N 2.61 0.41 -0.02
C 2.40 0.25 2.27
N 1.14 0.03 2.10
C 0.56 -0.27 3.46
C 1.75 0.09 4.38
O 2.89 0.23 3.47
C -0.73 0.46 3.78
C -0.89 1.19 4.96
C -2.10 1.81 5.25
C -3.16 1.70 4.37
C -3.03 0.95 3.22
C -1.83 0.32 2.94
H 1.77 -1.17 -4.87
H 1.58 0.59 -5.08
H -0.03 -1.19 -3.25
H -0.51 2.14 -2.23
H -2.29 3.62 -3.07
H -3.40 3.13 -5.22
H -2.72 1.14 -6.52
H -0.99 -0.37 -5.67
H 5.11 0.65 -2.23
H 6.40 0.88 -0.09
H 5.19 0.71 2.09
H 0.38 -1.34 3.49
H 2.00 -0.68 5.10
H 1.64 1.06 4.87
H -0.09 1.28 5.68
H -2.20 2.37 6.17
H -4.10 2.19 4.60
H -3.87 0.82 2.55
H -1.77 -0.34 2.08
Cl -2.58 6.10 0.47
C -2.29 4.43 0.27
C -3.37 3.56 0.06
Cl -4.97 4.17 0.01
C -3.16 2.18 -0.10
Cl -4.44 1.08 -0.35
C -1.86 1.73 -0.05
O -1.46 0.43 -0.16
C -0.78 2.59 0.15
O 0.41 1.94 0.16
C -0.98 3.95 0.32
Cl 0.37 4.97 0.57
O 2.31 -4.36 -0.82
C 1.17 -4.86 -0.30
C 0.93 -6.23 -0.24
C -0.25 -6.70 0.30
C -1.22 -5.83 0.80
C -1.00 -4.48 0.75
C 0.20 -3.97 0.20
C 0.37 -2.54 0.16
O 1.35 -1.91 -0.36
O -0.52 -1.75 0.68
H 2.88 -5.09 -1.10
H 1.67 -6.92 -0.62
H -0.42 -7.77 0.33
H -2.14 -6.22 1.21
H -1.73 -3.78 1.12
```

---

# 4
One molecule with the formula C3H6N2O in a non-equilibrium geometry, computed with wB97M-V/def2-TZVPD.

- energy relative to the best compared isomer or geometry (same formula, charge and spin) (kJ/mol) = 421.6
- spin multiplicity = 1
- gap between HOMO and LUMO (eV) = 9.27
- SMILES string = [H]/N=C/CCN=O

Structure (XYZ):
```
12
C3H6N2O wB97M-V/def2-TZVPD
H 2.48 -0.86 0.51
N 1.82 -0.13 0.57
C 0.69 -0.63 0.47
C -0.48 0.19 0.35
C -0.53 0.43 -1.14
N 0.62 1.27 -1.43
O 1.41 0.91 -2.23
H 0.36 -1.70 0.23
H -0.31 1.19 0.87
H -1.43 -0.16 0.72
H -0.65 -0.46 -1.76
H -1.29 1.17 -1.35
```